No. 1
Computed, not measured: 10 unconnected molecules or ions with the total composition C57H122F2N10O7S2 at a distorted geometry, with wB97M-V/def2-TZVPD.

Cartesian coordinates (Å):
O: 4.852 -3.266 0.254
H: -3.961 5.348 4.896
H: 0.905 1.377 2.781
C: -2.205 -2.844 -6.725
N: -4.396 0.236 0.429
C: -0.267 -0.564 -0.510
C: 1.242 0.941 3.725
C: -0.991 -2.053 -6.297
C: -0.453 -3.716 -4.437
H: 0.792 -1.250 6.766
H: 2.041 -2.500 6.305
N: -0.677 -2.232 -4.811
N: -5.591 -0.893 1.873
C: -2.082 2.859 4.566
H: 1.873 0.764 -1.508
H: -1.144 4.453 2.802
H: -3.976 -1.318 3.239
C: 2.654 0.412 3.605
H: -0.013 -4.273 -5.259
H: -4.100 3.868 5.543
H: 4.364 1.211 -1.942
C: -4.284 -0.959 2.272
H: 6.597 -0.802 -4.142
N: 1.370 -1.331 4.688
H: -1.653 -3.002 -8.824
H: -4.389 2.052 -0.577
C: 5.154 -0.082 -6.174
H: -2.695 -2.478 -3.954
H: 0.272 -1.084 -1.315
H: -3.227 3.905 1.646
C: -2.215 -4.299 1.465
H: -6.325 -5.769 4.143
C: 4.467 1.629 -2.939
N: -0.462 1.340 -5.783
C: -1.851 -1.797 -3.977
H: 3.524 -1.352 4.703
C: -2.730 -6.162 -0.013
H: 4.101 1.678 -5.516
C: 2.067 4.989 2.721
H: -1.074 -5.756 -1.387
H: -4.814 -6.337 4.577
H: -1.152 7.845 4.001
H: 1.273 -4.981 2.485
C: 4.420 -1.192 -5.414
C: 0.190 5.057 -0.455
H: -5.310 -4.715 5.099
C: 8.720 0.446 -2.589
H: 0.157 -3.522 -2.309
H: -1.458 -1.565 -2.990
C: -6.768 -1.303 2.635
H: -3.407 -3.113 -8.586
H: -0.734 4.517 -0.279
H: -2.922 1.135 -0.749
N: -3.381 -5.097 0.854
C: -6.703 -0.815 4.089
F: -0.974 1.929 -3.624
H: -5.783 4.893 3.276
H: -1.881 -4.885 2.317
H: 4.857 6.453 1.132
H: -2.578 -1.568 -8.419
H: 2.046 0.575 0.175
H: 7.701 1.304 -4.341
N: -2.892 3.808 3.754
H: -2.488 0.031 1.206
H: 7.100 1.858 -2.813
C: -5.299 -5.410 4.264
C: -4.008 1.036 -0.699
H: -4.411 0.594 -1.609
H: -6.979 0.223 4.268
H: -5.610 -4.362 2.403
H: 4.165 8.036 0.918
C: 5.409 -2.193 -0.072
C: 0.616 -1.519 -4.416
H: 2.328 -2.864 -4.474
C: 1.144 -1.957 6.018
H: -7.341 -1.429 4.725
H: 3.059 7.972 3.157
C: -3.325 3.157 2.425
H: 0.021 -1.065 0.424
H: -6.070 3.664 4.368
C: 1.504 1.179 -0.565
H: 3.114 -0.069 -4.191
H: 2.188 -4.000 1.309
H: 1.782 7.268 0.442
C: -2.495 -2.641 -8.233
O: 0.291 2.668 -7.900
H: 8.524 0.510 -1.521
C: -5.282 4.024 3.700
H: -2.738 -7.120 0.504
H: -1.381 -4.110 -4.043
C: 7.481 0.967 -3.324
H: -5.714 -0.944 4.535
H: 2.684 -3.716 4.344
H: -0.607 -6.369 0.071
H: -0.142 -4.320 0.755
H: -3.349 -6.338 -0.892
N: 2.432 6.193 2.133
H: -1.246 -0.995 -6.380
H: -4.167 -3.956 3.237
O: 6.567 -2.070 -0.523
C: 2.731 -0.611 4.737
H: 5.421 -0.050 0.144
C: -5.632 -0.239 0.713
O: -0.532 1.656 0.625
H: 0.018 6.055 -0.856
H: -1.834 5.956 5.334
C: -3.520 -0.280 1.375
H: -5.340 3.274 1.809
N: 5.002 0.588 -3.895
H: -1.578 3.402 5.358
C: 1.664 6.381 1.044
N: 0.973 5.267 0.788
C: 5.053 1.198 -5.291
H: -4.864 -6.463 1.401
H: 4.294 -1.067 1.311
H: 3.891 6.590 3.564
H: -2.192 -0.895 -4.489
H: 2.736 -0.096 2.639
H: 4.588 0.126 -7.079
C: 4.542 7.341 1.678
H: 5.024 2.550 -3.076
H: 6.100 -0.480 -2.467
H: -2.799 2.230 2.221
C: 1.548 -2.553 -3.787
C: -1.168 5.731 4.496
C: 3.460 7.073 2.682
H: -5.023 1.917 3.035
H: 3.974 -1.205 -3.139
H: 0.889 -1.899 2.664
H: -3.356 -6.325 2.458
C: 6.343 -0.021 -3.428
H: 1.967 -1.981 -2.959
H: -6.895 -2.382 2.591
H: 1.091 -1.101 -5.303
H: 8.969 -0.564 -2.908
H: 0.401 -2.974 3.964
H: 0.294 -0.674 -3.810
C: 4.698 -0.841 0.325
C: -1.148 -4.304 0.338
H: 0.362 7.328 4.409
H: -0.383 6.810 2.808
H: -5.123 -4.904 -0.375
H: 3.492 -1.556 -5.848
H: 0.742 4.551 -1.247
H: 0.036 0.156 5.349
C: -1.907 4.953 3.397
H: 3.343 -2.836 3.023
H: 5.397 7.885 2.075
H: -7.671 -0.837 2.243
H: 2.477 4.636 3.650
H: -2.766 2.095 4.940
F: 0.080 0.274 -7.861
H: 3.432 1.170 3.633
C: 2.409 -3.280 3.378
C: -4.204 -5.833 1.986
H: -3.745 -3.856 -0.846
C: 0.606 -3.650 -3.295
S: 0.563 1.563 -7.031
C: -4.779 -4.814 2.958
O: -0.069 3.678 -4.916
H: -1.405 2.346 3.882
H: -6.571 -0.038 0.221
H: 5.116 -2.030 -5.359
H: 0.366 -2.724 6.021
C: 2.183 -4.401 2.325
C: 1.230 -2.369 3.588
C: -4.842 2.943 2.722
H: -2.500 5.632 2.785
H: 1.783 2.215 -0.377
H: 9.576 1.074 -2.825
C: -4.060 4.317 4.548
C: 0.430 -0.167 4.386
H: -0.422 -0.601 3.861
H: 3.465 1.789 -3.340
H: 3.108 -4.972 2.370
H: 2.876 0.005 5.626
H: -3.127 -2.596 -6.203
H: 5.877 1.896 -5.187
H: -1.907 -3.892 -6.615
H: 0.771 3.434 1.871
H: -1.211 -3.435 -0.316
C: -1.330 -5.654 -0.331
O: 1.325 1.800 -4.044
H: -1.283 -0.838 -0.832
C: 1.225 4.416 1.817
C: -0.516 6.962 3.879
H: -0.399 5.134 4.996
C: 4.067 -0.581 -4.021
H: -4.733 -3.611 0.720
C: -4.302 -4.284 -0.020
H: -0.088 -2.272 -6.861
H: -0.521 1.201 -1.385
H: 6.221 -0.233 -6.299
H: -2.674 -3.348 1.715
H: 1.140 -4.595 -3.183
H: 1.224 1.727 4.489
O: 1.948 1.262 -6.828
H: 3.864 -0.674 -0.367
C: 0.005 0.960 -0.444
S: 0.135 2.259 -4.743

The calculation puts the molar mass at 1161.80 g/mol. As for the frontier orbital gap: 4.62 eV. Its charge is +4. As for the LUMO energy: -8.443 eV. The calculation puts the highest occupied orbital energy at -13.06 eV.

---

No. 2
Computed, not measured: 16 unconnected molecules or ions with the total composition C57H122O36S7 at a distorted geometry, with wB97M-V/def2-TZVPD.

Cartesian coordinates (Å):
O: -4.294 -0.715 -4.116
H: 1.733 -1.471 2.895
O: 6.505 -4.668 1.275
H: 3.279 6.010 2.629
H: -2.564 5.425 7.443
H: -3.115 1.088 5.985
C: -1.084 0.729 -5.396
H: -0.101 2.380 0.572
H: 2.739 4.785 1.481
H: 3.625 3.397 -4.139
C: 3.652 5.249 1.919
C: -0.775 1.564 0.872
O: 3.512 7.275 0.583
C: -4.864 -0.268 -1.616
H: 1.981 -5.143 -1.647
O: 4.651 -1.824 -5.650
H: -2.327 2.058 -6.637
H: -4.363 0.003 -0.640
C: -3.988 -4.254 1.686
C: 0.860 -2.018 3.474
S: 5.216 -3.725 1.228
H: -2.574 -2.613 1.446
H: 4.689 2.359 -2.404
C: 4.333 6.034 0.819
C: 2.818 1.723 -1.662
H: 5.701 1.839 3.958
H: -2.534 -5.948 -6.778
H: 4.459 -3.844 -5.114
H: -4.981 3.754 1.137
O: -3.379 0.182 2.124
C: 1.239 -7.166 -1.242
O: -1.537 -1.025 -6.902
H: 3.077 -4.135 0.270
O: 1.283 7.978 0.007
O: 2.111 -5.168 -5.932
H: -4.879 7.678 5.727
H: -4.832 0.627 7.533
C: -2.579 -5.332 -5.916
H: 2.810 4.540 -3.095
O: -4.843 -4.706 0.605
H: 8.291 -5.839 2.632
C: 0.031 -7.560 -2.180
C: 7.758 -6.592 2.053
H: -3.589 -4.975 -5.908
C: -5.413 6.763 5.951
C: 1.468 -2.410 4.806
C: -5.178 4.563 -0.932
H: 0.827 -0.803 -2.573
H: -0.224 1.352 -5.800
H: 0.996 3.601 2.841
C: -5.755 -2.405 -4.856
H: -5.580 0.552 -1.887
C: 4.908 1.060 3.737
O: 1.868 -1.306 6.833
C: 3.218 1.142 2.083
H: -4.197 5.620 -2.510
C: -4.587 5.620 6.442
O: 0.456 -2.694 5.795
H: -3.449 -0.345 -7.499
H: -5.647 1.084 6.043
C: -4.296 -2.078 -4.530
H: -1.749 1.977 0.905
O: -4.272 5.052 5.068
C: 1.460 -3.040 -7.121
C: 5.390 0.270 2.543
H: 3.954 3.446 -1.110
C: 0.715 2.331 5.812
H: 2.907 9.066 -1.814
C: -0.963 -0.740 -5.658
H: -0.676 0.768 -1.089
H: -3.125 -5.069 3.474
O: -0.276 -4.805 -6.235
C: 4.073 -4.571 0.149
H: -3.659 -2.218 -5.406
O: 3.694 1.621 3.382
H: 1.517 -3.691 -7.947
H: -5.582 -0.562 6.568
C: -0.680 0.394 -0.067
H: 3.340 0.811 -1.313
O: 0.008 4.792 6.274
H: 0.207 1.372 5.535
H: -0.527 -1.920 -2.047
H: -5.104 4.857 7.027
C: -0.121 -5.333 -2.070
O: -0.687 3.772 4.142
C: 0.875 -2.181 6.989
S: 2.353 7.190 -0.488
O: -0.075 -2.508 0.436
H: 5.408 -0.408 -3.222
H: 4.748 0.133 -5.476
C: 4.720 -2.499 -3.377
H: 1.645 2.756 5.397
H: 0.365 5.714 1.716
C: -5.292 5.363 4.244
H: -2.415 -6.055 -5.054
H: 4.473 -4.424 -0.901
H: 2.101 -7.515 -1.758
H: 7.660 -7.479 2.729
H: -5.960 -3.218 -5.512
O: -3.890 -0.102 4.435
H: -5.587 5.417 -0.405
H: 5.962 0.792 1.829
H: -0.865 5.982 2.928
H: -1.598 -3.552 -5.043
H: 2.165 0.853 2.282
H: 3.383 -1.648 5.399
C: 5.030 -2.952 -4.827
H: -3.261 -0.716 6.347
O: -3.289 -3.378 -0.311
C: 2.964 3.512 -3.270
H: -5.400 -1.213 -1.531
H: -4.453 2.732 -0.109
O: -2.535 -1.154 -2.516
C: -3.664 0.164 5.837
C: -3.276 6.147 7.032
H: -2.649 6.073 -0.500
H: -1.422 -0.404 0.174
H: 3.810 -2.952 -2.962
S: -3.015 0.624 3.397
C: 1.681 2.707 -3.499
C: -1.536 -4.231 -5.940
H: 0.558 -2.411 -7.249
C: 3.708 2.854 -2.049
H: 1.034 4.919 3.886
H: 6.068 -3.209 -4.983
H: -3.966 -2.803 -3.772
H: 3.732 -0.978 2.205
H: 0.231 -5.040 -3.106
S: -3.589 -0.245 -2.826
H: -2.084 0.525 -8.268
O: -5.446 4.952 3.115
O: -6.115 6.246 4.840
H: 4.079 -5.665 0.404
C: -2.379 1.063 -6.211
C: -3.614 -5.454 2.608
H: -3.546 6.752 7.882
H: 0.574 -2.896 2.905
H: -0.802 -4.494 -1.774
H: 4.483 5.429 -0.083
H: 0.292 -7.564 -3.271
H: -3.171 0.972 -5.512
H: -1.329 -1.473 -4.879
H: -1.214 4.733 1.749
O: 2.174 5.778 -0.852
H: -4.614 -3.623 2.318
H: -1.181 0.964 -4.353
H: 0.854 2.303 6.922
H: 3.181 -0.484 -5.101
H: -1.752 -3.547 -6.725
H: -5.952 3.986 -1.428
H: -6.220 -2.564 -3.903
H: -4.527 2.346 3.575
H: -2.799 6.846 6.276
C: -5.011 0.336 6.494
C: -4.392 -4.071 -0.540
H: -2.990 2.806 2.631
H: 0.906 -5.243 -0.202
C: -3.421 2.333 3.541
C: 4.278 -0.696 -4.965
S: 0.857 -1.669 -0.249
H: 4.226 -0.268 0.698
C: 4.549 -0.953 -3.477
C: 0.329 4.352 3.257
H: 2.034 -3.335 4.645
O: 0.987 -3.376 -4.594
O: 0.290 -2.362 7.994
H: -6.291 -1.510 -5.292
H: 3.651 -0.566 -2.915
H: 2.264 7.662 -2.642
H: -1.885 -4.159 1.068
H: 2.419 -2.482 -6.946
O: -0.892 -6.523 -2.014
O: 4.645 -3.621 2.516
C: -2.852 5.029 -0.827
C: 6.363 -5.992 1.803
C: 4.134 -0.044 1.725
H: 8.377 -6.628 1.142
H: -3.758 3.951 -2.475
O: 5.623 -2.515 0.604
O: -3.268 1.171 -3.007
C: -2.403 0.040 -7.307
H: 5.304 6.421 1.152
H: 3.956 7.631 -2.233
H: 2.166 -0.236 5.127
H: 1.017 -2.618 -2.369
H: 4.332 4.571 2.309
O: 2.258 -1.932 -0.097
C: 1.133 -5.575 -1.214
H: -2.949 2.714 4.476
S: -0.492 3.608 5.679
C: 2.997 7.967 -1.948
O: -1.762 3.097 6.095
H: 0.139 -0.892 -5.712
C: 2.316 -1.302 5.446
C: -4.497 3.744 0.201
C: -2.839 -3.587 1.015
H: -0.018 -1.384 3.597
S: 1.147 -4.115 -5.797
H: 0.799 3.145 -3.055
O: 2.030 1.437 -2.822
O: -3.178 4.328 0.372
C: -4.045 4.824 -1.831
C: -0.403 5.202 2.320
H: 5.767 -5.913 2.731
O: -1.672 0.531 3.885
H: 5.853 -6.622 1.097
H: -1.899 4.718 -1.201
H: 4.725 0.454 4.682
H: -2.926 -6.143 2.098
O: 0.687 -0.200 0.195
O: -4.990 -4.110 -1.627
H: 5.443 -2.766 -2.593
H: 1.133 -7.645 -0.262
H: -4.480 -6.078 2.946
H: 3.189 1.921 1.341
C: 0.525 -1.711 -2.021
H: -0.373 -8.498 -1.845
H: -6.270 7.073 6.615
H: 1.360 2.300 -4.441
H: 2.106 1.933 -0.831
H: 5.813 -0.664 2.823
H: -0.416 1.336 1.888

The calculation puts the molar mass at 1608.04 g/mol. As for the frontier orbital gap: 9.51 eV. Its charge is 0. As for the LUMO energy: 0.315 eV. The calculation puts the highest occupied orbital energy at -9.19 eV.